96
Properties=species:S:1:pos:R:3 method="wB97M-V/def2-TZVPD" e_tot_ev=-119503.5610 lumo_energy_ev=0.010 e_homo_ev=-6.53 de_lowest_ev=3.519 charge=0
N -1.39 -0.27 -0.12
H -2.00 -0.89 0.13
H -0.64 -0.92 -0.36
H -1.22 0.63 0.32
H -1.69 0.13 -0.95
F -4.33 -0.04 0.16
C -1.93 2.03 -5.34
C -1.32 2.07 -3.90
C -0.26 0.94 -3.81
S -1.28 -0.49 -4.27
O -2.00 -0.69 -3.01
O -0.69 -1.44 -4.98
C -2.28 0.40 -5.36
H -1.24 2.31 -5.87
H -2.94 2.53 -5.58
H -2.12 1.87 -3.16
H -0.87 3.04 -3.86
H 0.28 1.01 -2.80
H 0.47 1.01 -4.30
H -3.36 0.26 -5.06
H -2.07 -0.13 -6.19
C -0.29 6.02 -0.01
C 1.06 5.50 -0.52
C 1.09 4.00 -0.27
S -0.32 3.64 0.80
O 0.03 2.75 1.82
O -1.28 3.10 -0.22
C -0.75 5.22 1.15
H -0.95 5.90 -0.86
H -0.43 7.20 0.09
H 1.89 6.00 -0.16
H 0.84 5.53 -1.57
H 1.78 3.78 0.51
H 1.17 3.26 -0.98
H -0.08 5.60 2.00
H -1.80 5.51 1.40
C 3.74 -1.42 -4.27
C 2.52 -2.30 -4.88
C 1.97 -3.10 -3.76
S 2.00 -2.10 -2.34
O 2.71 -2.76 -1.33
O 0.78 -1.45 -2.00
C 3.06 -0.74 -2.94
H 3.79 -0.63 -5.01
H 4.38 -2.10 -4.24
H 2.82 -3.13 -5.52
H 1.62 -1.64 -5.24
H 2.47 -4.01 -3.58
H 0.95 -3.38 -3.98
H 4.04 -0.80 -2.11
H 2.50 0.11 -3.35
C -1.42 -6.04 3.26
C -1.59 -6.50 1.80
C -0.92 -5.38 0.97
S -1.58 -4.01 1.76
O -2.93 -3.77 1.31
O -0.71 -2.93 1.53
C -1.48 -4.56 3.36
H -0.37 -6.33 3.82
H -2.44 -6.43 3.74
H -2.48 -6.72 1.20
H -0.96 -7.47 1.64
H -1.35 -5.35 0.02
H 0.20 -5.30 1.00
H -2.38 -4.04 3.94
H -0.64 -4.05 3.75
C -3.39 0.60 3.23
C -3.19 1.99 2.88
C -2.72 2.63 4.24
S -1.87 1.38 5.13
O -2.62 1.03 6.28
O -0.45 1.52 5.19
C -2.10 0.11 4.01
H -3.89 0.04 2.39
H -4.27 0.62 4.03
H -3.94 2.35 2.39
H -2.23 1.96 2.22
H -3.58 3.04 4.88
H -2.01 3.58 4.12
H -2.38 -0.90 4.58
H -1.23 -0.14 3.26
C 4.75 -0.09 1.94
C 3.91 0.53 3.11
C 2.60 0.92 2.58
S 2.50 0.25 0.94
O 2.68 1.21 -0.09
O 1.31 -0.59 0.86
C 3.86 -0.81 0.87
H 5.49 -0.92 2.26
H 5.10 0.78 1.51
H 4.51 1.19 3.84
H 3.89 -0.31 3.83
H 2.38 2.08 2.47
H 1.68 0.65 3.03
H 4.44 -0.77 -0.19
H 3.44 -1.94 0.81

---

42
Properties=species:S:1:pos:R:3 method="wB97M-V/def2-TZVPD" e_tot_ev=-39401.6528 lumo_energy_ev=0.218 e_homo_ev=-9.20 de_lowest_ev=0.083 charge=0
O 3.14 0.48 -0.40
C 1.95 0.60 -0.37
N 1.14 -0.58 -0.39
C -0.23 -0.62 -0.48
O -0.88 -1.65 -0.37
C -0.98 0.69 -0.46
C -2.10 0.62 0.58
S -2.95 2.25 0.65
H 1.41 1.55 -0.42
H 1.78 -1.26 -0.79
H -1.40 0.95 -1.43
H -0.35 1.48 -0.15
H -1.66 0.43 1.55
H -2.77 -0.21 0.35
H -4.10 1.79 0.18
O -0.11 0.66 -3.81
H 0.81 0.91 -3.88
H -0.22 -0.28 -4.04
O -0.93 -3.91 1.09
H -0.99 -3.41 1.90
H -1.03 -3.38 0.30
O 0.63 2.85 -2.31
H 1.10 3.30 -3.02
H -0.13 2.40 -2.70
O 0.55 -3.91 -1.32
H 0.93 -4.17 -0.48
H -0.25 -3.38 -1.28
O -0.11 -2.06 -3.34
H 0.03 -2.61 -4.11
H 0.27 -2.36 -2.51
O -2.01 0.13 3.76
H -2.96 0.07 3.88
H -1.64 -0.49 4.37
O 0.51 -0.55 4.25
H 0.87 -0.86 3.41
H 0.46 0.39 4.05
O 2.22 0.93 2.23
H 2.83 0.20 2.21
H 2.47 1.67 1.68
O 1.78 3.44 0.47
H 1.05 3.79 -0.06
H 1.88 4.10 1.17

---

81
Properties=species:S:1:pos:R:3 method="wB97M-V/def2-TZVPD" e_tot_ev=-192269.8069 lumo_energy_ev=-9.189 e_homo_ev=-15.43 de_lowest_ev=0.309 charge=+3
Re 0.44 0.48 0.56
O 0.85 2.26 2.68
N -0.17 1.97 1.77
C -1.18 2.79 1.80
C -2.34 2.82 0.96
C -3.14 3.98 1.06
C -4.28 4.14 0.29
C -4.65 3.15 -0.61
C -3.87 2.01 -0.73
C -2.73 1.83 0.04
P -1.84 0.26 -0.14
C -2.19 -0.31 -1.82
C -3.11 -1.32 -2.09
C -3.43 -1.61 -3.41
C -2.86 -0.90 -4.45
C -1.93 0.10 -4.18
C -1.59 0.39 -2.87
C -2.65 -0.89 0.99
C -2.25 -2.23 0.94
C -2.92 -3.18 1.69
C -3.99 -2.79 2.50
C -4.35 -1.45 2.58
C -3.68 -0.50 1.84
H 0.78 3.18 2.99
H -1.15 3.60 2.53
H -2.85 4.76 1.74
H -4.88 5.03 0.39
H -5.53 3.27 -1.22
H -4.17 1.23 -1.42
H -3.58 -1.86 -1.29
H -4.15 -2.39 -3.62
H -3.14 -1.11 -5.47
H -1.49 0.65 -4.99
H -0.88 1.17 -2.63
H -1.42 -2.51 0.30
H -2.64 -4.22 1.64
H -4.54 -3.53 3.05
H -5.17 -1.15 3.22
H -3.97 0.54 1.89
O 0.91 -1.07 -0.93
N 1.80 -1.90 -1.42
C 1.76 -2.13 -2.74
C 2.68 -2.95 -3.35
C 3.65 -3.57 -2.58
C 3.66 -3.35 -1.21
C 2.71 -2.51 -0.65
H 0.96 -1.63 -3.27
H 2.63 -3.12 -4.41
H 4.37 -4.23 -3.03
H 4.38 -3.83 -0.57
H 2.64 -2.33 0.42
C 1.61 1.56 -4.42
N 2.61 1.15 -3.47
C 3.79 0.57 -3.82
C 4.49 0.35 -2.68
N 3.74 0.80 -1.64
C 4.13 0.85 -0.26
C 2.58 1.28 -2.13
Se 1.23 2.15 -1.11
H 2.10 1.90 -5.33
H 1.01 2.36 -4.00
H 0.96 0.72 -4.68
H 4.05 0.37 -4.84
H 5.47 -0.07 -2.54
H 5.06 0.32 -0.13
H 3.36 0.40 0.37
H 4.26 1.89 0.05
C -0.14 0.15 5.10
As 1.63 -0.14 4.33
C 2.88 1.32 4.68
C 2.41 -1.66 5.22
S 1.55 -0.79 2.28
H -0.01 0.37 6.16
H -0.72 -0.76 4.98
H -0.67 0.98 4.62
H 3.17 1.24 5.73
H 2.45 2.31 4.51
H 3.76 1.20 4.05
H 2.54 -1.43 6.28
H 3.40 -1.88 4.79
H 1.78 -2.55 5.13

---

31
Properties=species:S:1:pos:R:3 method="wB97M-V/def2-TZVPD" e_tot_ev=-30222.0792 lumo_energy_ev=-3.000 e_homo_ev=-13.59 de_lowest_ev=0.000 charge=+1
C 2.54 2.75 -1.01
C 2.55 1.23 -0.87
C 1.17 0.53 -0.91
Cl 1.03 -0.54 -2.34
C -0.03 1.40 -0.82
N -0.49 2.34 -1.65
C -1.64 2.90 -1.14
C -1.88 2.28 0.03
N -0.88 1.36 0.21
H 2.01 3.24 -0.20
H 2.09 3.07 -1.95
H 3.57 3.11 -1.02
H 3.16 0.81 -1.65
H 2.98 0.99 0.10
H 1.09 -0.12 -0.05
H -0.03 2.58 -2.51
H -2.17 3.68 -1.66
H -2.68 2.44 0.73
H -0.79 0.73 1.00
O -1.40 -0.94 3.00
C -1.18 -1.79 2.20
O -0.42 -1.50 1.10
C -0.39 -2.62 0.19
C -0.72 -3.83 1.05
C -1.64 -3.22 2.12
H -1.15 -2.44 -0.57
H 0.58 -2.67 -0.29
H -1.17 -4.65 0.49
H 0.19 -4.21 1.52
H -2.69 -3.22 1.80
H -1.57 -3.70 3.10

---

148
Properties=species:S:1:pos:R:3 method="wB97M-V/def2-TZVPD" e_tot_ev=-239534.7700 lumo_energy_ev=-4.191 e_homo_ev=-11.53 de_lowest_ev=0.000 charge=+2
Zn -1.31 0.02 0.70
N -1.09 0.75 2.56
S -0.41 0.53 3.82
N 1.21 0.87 3.89
S 2.38 -0.09 3.62
N 2.42 -1.08 2.43
S 1.91 -0.74 0.90
N 0.50 -0.91 0.60
C 2.66 0.85 0.56
C 4.04 0.96 0.44
C 4.59 2.21 0.21
C 3.77 3.33 0.12
C 2.40 3.21 0.27
C 1.84 1.95 0.48
C 2.91 -1.90 0.00
C 3.36 -1.60 -1.27
C 3.98 -2.59 -2.02
C 4.13 -3.86 -1.49
C 3.66 -4.16 -0.22
C 3.04 -3.18 0.53
C 3.77 1.03 3.55
C 5.03 0.45 3.48
C 6.13 1.29 3.37
C 5.96 2.67 3.34
C 4.69 3.22 3.41
C 3.58 2.40 3.51
C 2.73 -1.12 5.02
C 2.81 -2.50 4.90
C 3.09 -3.24 6.04
C 3.29 -2.61 7.26
C 3.21 -1.22 7.35
C 2.92 -0.47 6.23
C -0.53 -1.10 4.55
C -0.45 -1.30 5.92
C -0.54 -2.59 6.41
C -0.71 -3.66 5.54
C -0.79 -3.45 4.17
C -0.71 -2.16 3.67
C -0.98 1.59 5.13
C -0.19 2.56 5.72
C -0.75 3.40 6.67
C -2.09 3.27 7.02
C -2.87 2.29 6.42
C -2.33 1.45 5.46
H 4.67 0.09 0.52
H 5.66 2.31 0.10
H 4.21 4.30 -0.07
H 1.77 4.08 0.21
H 0.77 1.84 0.63
H 3.23 -0.61 -1.69
H 4.34 -2.36 -3.01
H 4.61 -4.63 -2.08
H 3.77 -5.15 0.18
H 2.67 -3.39 1.52
H 5.15 -0.62 3.50
H 7.13 0.86 3.32
H 6.83 3.31 3.27
H 4.57 4.29 3.38
H 2.58 2.81 3.54
H 2.65 -2.97 3.94
H 3.16 -4.32 5.97
H 3.52 -3.19 8.13
H 3.37 -0.73 8.30
H 2.86 0.61 6.29
H -0.34 -0.46 6.59
H -0.49 -2.76 7.48
H -0.79 -4.66 5.94
H -0.93 -4.28 3.50
H -0.76 -1.97 2.61
H 0.85 2.65 5.46
H -0.15 4.16 7.14
H -2.52 3.92 7.76
H -3.91 2.19 6.69
H -2.93 0.70 4.98
N -1.26 -3.23 0.43
C -2.53 -2.80 0.50
N -3.51 -3.70 0.43
C -4.74 -3.21 0.53
N -5.76 -4.06 0.49
N -5.05 -1.89 0.64
C -4.01 -1.09 0.70
N -2.74 -1.48 0.67
C -4.27 0.36 0.72
C -5.57 0.85 0.84
C -5.76 2.22 0.81
C -4.66 3.05 0.66
C -3.40 2.47 0.55
N -3.21 1.16 0.58
H -1.11 -4.18 0.17
H -0.50 -2.56 0.38
H -5.58 -5.05 0.42
H -6.70 -3.72 0.58
H -6.38 0.15 0.95
H -6.75 2.63 0.90
H -4.76 4.12 0.62
H -2.52 3.08 0.43
C 0.34 -0.18 -2.65
C 0.50 -0.31 -4.16
As 0.37 1.39 -5.18
C -1.20 1.06 -6.30
C -2.11 0.03 -6.12
C -3.23 -0.08 -6.94
C -3.44 0.84 -7.95
C -2.53 1.87 -8.14
C -1.42 1.98 -7.32
C 1.71 0.94 -6.53
C 1.58 -0.17 -7.37
C 2.56 -0.47 -8.29
C 3.69 0.33 -8.39
C 3.83 1.44 -7.57
C 2.85 1.74 -6.64
P -1.30 0.17 -1.89
C -2.45 -1.10 -2.49
C -1.98 -2.35 -2.89
C -2.87 -3.36 -3.21
C -4.24 -3.14 -3.12
C -4.71 -1.91 -2.69
C -3.82 -0.90 -2.38
C -1.81 1.77 -2.61
C -2.79 1.94 -3.57
C -3.07 3.21 -4.07
C -2.36 4.31 -3.61
C -1.39 4.14 -2.63
C -1.12 2.88 -2.13
H 0.97 0.64 -2.27
H 0.71 -1.08 -2.13
H -0.17 -1.06 -4.58
H 1.52 -0.67 -4.35
H -1.98 -0.70 -5.33
H -3.93 -0.89 -6.78
H -4.30 0.75 -8.59
H -2.68 2.58 -8.94
H -0.72 2.79 -7.48
H 0.69 -0.78 -7.31
H 2.44 -1.32 -8.95
H 4.45 0.10 -9.13
H 4.70 2.07 -7.66
H 2.96 2.61 -6.00
H -0.92 -2.54 -2.96
H -2.50 -4.32 -3.54
H -4.93 -3.93 -3.37
H -5.78 -1.73 -2.61
H -4.21 0.06 -2.04
H -3.33 1.09 -3.98
H -3.82 3.32 -4.84
H -2.57 5.29 -4.01
H -0.83 5.00 -2.27
H -0.34 2.76 -1.39

---

36
Properties=species:S:1:pos:R:3 method="wB97M-V/def2-TZVPD" e_tot_ev=-88583.8256 lumo_energy_ev=3.108 e_homo_ev=-4.68 charge=-1
C 1.52 -2.37 -0.86
C 1.53 -2.12 0.65
C 0.74 -0.89 1.03
Br 0.52 -1.01 3.02
B 1.39 0.60 0.59
O 1.61 1.47 1.81
C 2.81 0.49 -0.23
C 3.53 1.85 -0.28
C 0.22 1.37 -0.29
O -0.34 0.54 -1.35
C -1.69 0.64 -1.49
O -2.30 -0.37 -0.69
C -3.70 -0.32 -0.67
C -4.14 -0.44 0.75
O -3.98 0.82 1.40
H 0.65 -1.94 -1.32
H 2.39 -1.89 -1.29
H 1.61 -3.43 -1.06
H 2.54 -2.07 1.03
H 1.07 -2.99 1.12
H -0.27 -1.04 0.66
H 1.27 2.35 1.60
H 2.62 0.23 -1.27
H 3.52 -0.21 0.21
H 4.40 1.76 -0.93
H 3.87 2.14 0.70
H 2.89 2.61 -0.71
H -0.56 1.68 0.40
H 0.64 2.25 -0.79
H -1.99 0.50 -2.54
H -2.05 1.61 -1.16
H -4.08 0.61 -1.08
H -4.15 -1.13 -1.25
H -3.48 -1.16 1.24
H -5.16 -0.79 0.85
H -3.45 0.68 2.20

---

22
Properties=species:S:1:pos:R:3 method="wB97M-V/def2-TZVPD" e_tot_ev=-21632.8560 lumo_energy_ev=0.135 e_homo_ev=-8.28 de_lowest_ev=5.140 charge=0
C 2.70 -0.98 1.08
C -1.47 1.01 -2.18
C 1.25 -1.22 0.65
C 0.99 -0.17 -0.57
N -0.49 2.78 0.71
Si -2.00 -0.94 0.85
Si -0.74 0.42 -0.54
H 3.03 0.06 0.89
H 2.72 -1.19 2.17
H 3.28 -1.82 0.64
H -2.05 0.11 -2.62
H -2.05 1.95 -2.08
H -0.85 1.34 -3.05
H 1.05 -2.18 0.31
H 0.55 -0.82 1.44
H 1.35 -0.57 -1.49
H 1.65 0.61 -0.43
H -1.42 2.58 1.11
H -0.62 3.44 -0.15
H -3.19 -0.37 1.58
H -1.23 -1.96 1.78
H -2.47 -2.07 -0.10

---

Question: What is the charge in the fourth record?
Answer: +1